55
Properties=species:S:1:pos:R:3 method="wB97M-V/def2-TZVPD" e_homo_ev=-12.0 total_charge=+1 gap_ev=7.811 lumo_ha=-0.154
C 1.36 -2.91 0.06
B 0.34 -1.74 0.20
O -0.30 -1.50 1.38
N 0.05 -0.76 -0.92
C 0.67 -1.00 -2.09
N 0.39 -2.06 -2.90
N 1.59 -0.07 -2.47
P 3.30 -0.62 -2.33
N 3.92 0.12 -3.72
O 3.82 0.38 -1.18
C 1.11 1.17 -1.82
C 0.22 0.71 -0.64
C -1.08 1.53 -0.75
C -1.95 1.64 0.50
C -2.83 0.42 0.75
C -3.78 0.09 -0.40
O -4.81 -0.75 0.12
C -5.02 -1.93 -0.53
C -5.46 -1.82 -1.96
O -4.90 -2.97 0.05
H 2.06 -2.81 0.89
H 0.83 -3.85 0.24
H 1.90 -2.98 -0.88
H -0.98 -2.15 1.60
H -0.14 -1.88 -3.73
H 0.75 -2.99 -2.78
H 4.42 -0.58 -4.26
H 3.19 0.49 -4.33
H 3.74 1.32 -1.40
H 0.46 1.65 -2.56
H 1.87 1.88 -1.50
H 0.62 0.87 0.37
H -1.64 1.18 -1.62
H -0.73 2.54 -0.99
H -2.60 2.52 0.41
H -1.28 1.82 1.35
H -3.39 0.52 1.68
H -2.18 -0.44 0.88
H -4.22 1.00 -0.82
H -3.23 -0.45 -1.17
H -4.75 -1.26 -2.57
H -5.52 -2.83 -2.37
H -6.44 -1.34 -2.01
C 1.86 1.92 2.39
O 0.65 1.83 2.23
N 2.49 1.69 3.54
C 3.93 1.81 3.68
C 1.70 1.30 4.70
H 2.55 2.22 1.57
H 4.36 0.85 3.98
H 4.18 2.56 4.43
H 4.37 2.11 2.73
H 1.15 0.37 4.49
H 0.97 2.07 4.94
H 2.36 1.14 5.55

=====

62
Properties=species:S:1:pos:R:3 method="wB97M-V/def2-TZVPD" e_above_lowest_kj_mol=198.5 e_homo_ev="-12.0 / -12.0" total_charge=+1 multiplicity=4 gap_ev="6.456 / 7.668" lumo_ha="-0.203 / -0.158"
Cr -0.12 -0.49 -0.58
C -2.53 -0.04 3.51
F -3.66 -0.08 4.21
F -2.07 1.26 3.89
F -1.64 -0.91 3.88
S -2.88 -0.15 1.61
O -3.79 -1.27 1.33
O -3.52 1.15 1.39
O -1.53 -0.28 0.93
Cl 3.69 -1.19 -0.77
O 2.30 -1.19 -1.09
O 3.91 -2.40 -0.03
O 4.57 -1.25 -1.90
O 3.96 -0.03 -0.07
C 3.04 3.21 2.41
O 2.04 2.61 1.63
C 0.72 3.24 1.57
C -0.23 2.15 0.99
N 0.51 1.41 -0.12
C 0.50 2.25 -1.36
C 1.04 1.41 -2.52
O 0.34 0.19 -2.52
C 0.30 -0.43 -3.86
H 2.76 2.95 3.44
H 3.08 4.29 2.34
H 4.02 2.76 2.26
H 0.83 4.19 1.06
H 0.32 3.35 2.58
H -1.10 2.74 0.71
H -0.43 1.53 1.86
H 1.43 1.62 0.25
H 1.05 3.18 -1.21
H -0.49 2.60 -1.65
H 2.10 1.17 -2.43
H 0.98 2.01 -3.43
H -0.11 0.26 -4.60
H -0.32 -1.33 -3.90
H 1.30 -0.73 -4.17
C -2.77 0.71 -2.16
O -1.96 -0.38 -1.60
C -2.66 -1.61 -1.73
C -1.89 -2.73 -0.97
N -0.39 -2.55 -0.96
C 0.28 -3.38 0.05
C 0.33 -2.72 1.43
O 0.76 -1.35 1.08
C 1.44 -0.68 2.11
H -3.41 1.31 -1.51
H -3.44 0.39 -2.95
H -2.10 1.44 -2.63
H -2.87 -1.87 -2.77
H -3.53 -1.47 -1.09
H -2.27 -3.69 -1.30
H -2.22 -2.77 0.07
H -0.16 -3.08 -1.79
H 1.33 -3.36 -0.22
H -0.11 -4.40 0.06
H 1.11 -3.27 1.95
H -0.60 -2.69 2.00
H 0.72 -0.55 2.92
H 1.85 0.30 1.90
H 2.19 -1.39 2.48

=====

56
Properties=species:S:1:pos:R:3 method="wB97M-V/def2-TZVPD" e_above_lowest_kj_mol=135.8 e_homo_ev=-7.5 total_charge=0 gap_ev=7.678 lumo_ha=0.007
Sr 0.69 0.20 0.76
C 4.22 -3.01 -1.20
C 4.67 -1.85 -2.07
C 4.05 -1.93 -3.46
O 4.44 -0.54 -1.49
P 3.20 0.04 -0.64
S 3.15 -0.70 1.18
S 1.57 0.02 -1.78
O 3.69 1.56 -0.47
C 4.67 2.37 -1.15
C 6.09 1.90 -0.88
C 4.37 2.45 -2.64
H 4.55 -3.94 -1.66
H 3.13 -3.02 -1.11
H 4.65 -2.94 -0.20
H 5.75 -1.88 -2.17
H 2.97 -1.84 -3.40
H 4.30 -2.89 -3.91
H 4.43 -1.14 -4.11
H 4.53 3.35 -0.70
H 6.34 1.04 -1.50
H 6.20 1.62 0.17
H 6.79 2.71 -1.10
H 4.45 1.45 -3.09
H 5.09 3.11 -3.13
H 3.36 2.83 -2.82
C -3.27 -1.27 1.33
S -3.00 0.30 0.50
C -3.67 -0.22 -1.11
O -1.52 0.39 0.27
H -2.62 -2.01 0.86
H -4.32 -1.56 1.26
H -2.98 -1.15 2.37
H -4.75 -0.28 -1.05
H -3.24 -1.19 -1.37
H -3.38 0.53 -1.85
F 0.23 0.41 4.20
C -0.51 -0.02 3.10
F -1.00 -1.28 3.54
F -1.69 0.78 3.22
C 1.12 5.82 -1.04
C 1.16 4.81 0.10
S 1.12 3.07 -0.45
O 0.84 2.35 0.84
C -0.50 3.11 -1.31
C -1.63 3.59 -0.41
H 1.32 6.82 -0.65
H 0.14 5.84 -1.52
H 1.88 5.60 -1.79
H 0.34 4.92 0.81
H 2.10 4.88 0.65
H -0.64 2.08 -1.62
H -0.36 3.73 -2.19
H -1.56 3.11 0.56
H -2.59 3.31 -0.86
H -1.62 4.67 -0.29

=====

61
Properties=species:S:1:pos:R:3 method="wB97M-V/def2-TZVPD" e_above_lowest_kj_mol=321.3 e_homo_ev=-6.2 total_charge=+1 gap_ev=2.983 lumo_ha=-0.119
C -2.80 0.73 2.05
C -2.66 2.07 2.66
O -1.76 2.81 2.49
N -3.75 2.52 3.65
H -4.51 1.84 3.73
H -3.29 2.57 4.56
C -4.43 3.83 3.38
H -1.81 0.33 1.82
H -3.28 0.78 1.06
H -3.39 0.06 2.67
H -3.71 4.61 3.15
H -4.98 4.12 4.27
H -5.02 3.78 2.47
C -0.13 1.00 -3.27
C 0.87 0.79 -4.37
O 2.03 0.77 -4.26
N 0.33 0.54 -5.80
H -0.04 -0.40 -5.95
H -0.52 1.10 -5.89
C 1.32 0.87 -6.89
H -0.96 1.63 -3.62
H 0.30 1.75 -2.60
H -0.35 0.04 -2.82
H 0.76 0.64 -7.80
H 2.19 0.22 -6.97
H 1.59 1.91 -6.78
C 0.34 -4.04 3.09
C -1.00 -4.18 3.69
O -1.43 -3.59 4.61
N -1.87 -5.25 3.03
H -1.27 -5.90 2.52
H -2.35 -5.89 3.68
C -2.81 -4.58 2.04
H 1.00 -4.73 3.62
H 0.77 -3.04 3.09
H 0.31 -4.30 2.03
H -2.21 -4.27 1.19
H -3.36 -3.81 2.56
H -3.46 -5.37 1.67
C 3.56 3.40 -0.32
O 4.26 2.37 -1.06
O 2.79 4.16 -1.12
C 3.01 2.95 1.07
F 1.92 2.13 1.04
F 4.05 2.29 1.70
F 2.71 3.98 1.88
C 3.60 1.14 -1.12
C 4.58 0.13 -1.74
H 4.45 0.03 -2.82
H 5.63 0.26 -1.49
H 4.41 -0.86 -1.30
H 2.70 1.22 -1.74
H 3.33 0.71 -0.14
H 4.38 4.08 -0.01
P 0.00 -1.43 -0.11
F -1.07 -0.22 -0.37
F -1.05 -2.03 1.04
F -0.62 -2.32 -1.32
F 0.98 -2.68 0.17
F 1.01 -0.64 -1.09
F 0.71 -0.63 1.10

=====

49
Properties=species:S:1:pos:R:3 method="wB97M-V/def2-TZVPD" e_homo_ev="-18.7 / -18.7" total_charge=+3 gap_ev="6.453 / 6.456" lumo_ha="-0.449 / -0.449"
C -2.00 5.55 -2.75
C -2.40 4.26 -2.13
H -2.88 6.14 -3.10
H -1.32 5.32 -3.59
H -1.41 6.11 -2.00
O -3.37 3.63 -1.87
I 0.35 2.50 -1.11
Ti 0.14 0.19 0.04
P -0.24 1.31 2.25
C -1.28 0.49 3.51
C 1.37 1.56 3.09
H 1.17 2.18 3.98
H -0.89 3.44 3.19
H 2.06 2.08 2.42
H -0.48 3.58 1.43
H -0.85 -0.49 3.76
H 1.78 0.59 3.39
C -0.98 2.97 2.20
H -1.32 1.12 4.41
H -2.04 2.85 1.92
H -2.28 0.34 3.08
P 0.04 -0.92 -2.20
C -0.95 -2.44 -2.42
C -0.62 0.11 -3.56
H 2.36 -0.45 -2.75
H 1.65 -1.74 -3.78
H 2.17 -2.12 -2.11
C 1.73 -1.35 -2.76
H -0.13 1.10 -3.53
H -0.42 -0.39 -4.52
H -0.87 -2.78 -3.46
H -1.99 -2.21 -2.18
H -1.70 0.23 -3.40
H -0.61 -3.24 -1.74
C -1.66 -0.66 0.39
O -2.44 -1.47 0.72
C 1.52 -3.75 0.03
C 1.06 -2.75 1.09
C 1.70 -3.16 2.43
C 1.49 -1.32 0.75
H 2.60 -3.58 -0.17
H 1.00 -3.63 -0.93
H 1.41 -4.78 0.41
H -0.04 -2.77 1.26
H 2.79 -2.99 2.43
H 1.30 -2.54 3.25
H 1.51 -4.21 2.63
H 1.48 -0.73 1.71
H 2.48 -1.17 0.29

=====

53
Properties=species:S:1:pos:R:3 method="wB97M-V/def2-TZVPD" e_above_lowest_kj_mol=1687.8 e_homo_ev=-2.3 total_charge=-1 gap_ev=4.680 lumo_ha=0.087
Li 9.73 -9.23 15.67
C 10.33 -8.17 14.32
O 10.31 -7.35 13.37
O 10.35 -9.37 14.27
O 9.95 -7.80 15.45
C 8.80 -15.33 18.43
O 9.32 -14.59 19.57
C 9.54 -13.19 19.54
C 10.82 -12.89 18.70
N 10.92 -11.47 18.36
C 11.05 -10.62 19.50
C 11.29 -9.10 19.08
O 12.44 -9.10 18.17
C 12.40 -8.07 17.18
H 9.05 -16.39 18.47
H 9.14 -14.93 17.47
H 7.72 -15.26 18.36
H 9.51 -12.80 20.56
H 8.83 -12.49 19.11
H 10.85 -13.52 17.81
H 11.66 -13.25 19.31
H 11.60 -11.40 17.63
H 11.77 -10.93 20.26
H 10.12 -10.69 20.07
H 11.60 -8.52 19.95
H 10.47 -8.62 18.55
H 11.69 -8.08 16.36
H 13.23 -8.25 16.49
H 12.50 -7.05 17.57
C 5.65 -10.07 15.42
O 6.86 -9.58 15.02
C 7.71 -10.36 14.13
C 8.65 -11.45 14.83
N 9.83 -10.93 15.54
C 9.89 -11.06 16.96
C 9.00 -10.03 17.63
O 9.56 -8.84 17.52
C 8.97 -7.73 18.22
H 5.84 -10.66 16.32
H 5.27 -10.82 14.73
H 4.92 -9.33 15.75
H 8.36 -9.61 13.68
H 7.16 -10.68 13.25
H 9.06 -12.09 14.05
H 8.11 -12.09 15.52
H 10.58 -11.48 15.13
H 10.88 -10.95 17.41
H 9.71 -12.05 17.37
H 8.79 -10.25 18.67
H 7.99 -10.13 17.23
H 8.92 -7.85 19.30
H 7.95 -7.55 17.88
H 9.48 -6.78 18.05

=====

58
Properties=species:S:1:pos:R:3 method="wB97M-V/def2-TZVPD" e_above_lowest_kj_mol=109.3 e_homo_ev="-11.4 / -11.4" total_charge=+1 gap_ev="7.052 / 7.048" lumo_ha="-0.161 / -0.161"
Rh 0.45 0.17 0.27
C 1.25 2.33 -1.47
N 0.00 1.81 -0.81
C -0.56 2.93 0.04
N -0.84 4.09 -0.77
C 0.40 4.54 -1.40
N 0.96 3.50 -2.26
C -0.03 3.17 -3.28
N -1.28 2.69 -2.69
C -1.00 1.52 -1.90
C -1.79 3.74 -1.81
H 1.64 1.53 -2.10
H 1.96 2.56 -0.68
H 0.17 3.17 0.81
H -1.48 2.57 0.51
H 1.13 4.80 -0.63
H 0.19 5.42 -2.00
H 0.38 2.39 -3.94
H -0.24 4.05 -3.88
H -0.58 0.73 -2.52
H -1.92 1.17 -1.42
H -2.72 3.40 -1.35
H -2.00 4.63 -2.41
C -2.14 -3.66 2.93
C -2.60 -2.68 1.85
C -3.75 -1.83 2.38
C -3.01 -3.42 0.58
N -1.42 -1.85 1.56
N -1.56 -0.61 1.00
H -2.97 -4.32 3.20
H -1.81 -3.14 3.82
H -1.33 -4.29 2.56
H -4.53 -2.48 2.78
H -4.22 -1.24 1.59
H -3.43 -1.16 3.17
H -3.96 -3.92 0.73
H -2.27 -4.16 0.30
H -3.13 -2.73 -0.25
H -0.59 -1.91 2.15
H -1.38 0.16 1.67
H -2.46 -0.50 0.53
O 2.02 0.72 3.73
S 1.45 0.46 2.47
O 1.13 -1.00 2.14
O 2.26 0.90 1.26
O 0.09 1.10 2.18
S 0.94 -1.42 -1.37
C 2.57 -1.80 -0.96
N 3.06 -1.97 0.25
C 4.49 -2.24 0.21
C 4.77 -2.42 -1.30
N 3.50 -2.03 -1.89
H 2.55 -1.64 1.09
H 4.72 -3.15 0.78
H 5.04 -1.41 0.65
H 5.01 -3.46 -1.55
H 5.57 -1.78 -1.66
H 3.29 -2.04 -2.87

=====

48
Properties=species:S:1:pos:R:3 method="wB97M-V/def2-TZVPD" e_homo_ev=-2.4 total_charge=-1 gap_ev=4.917 lumo_ha=0.091
C -2.77 -1.11 1.71
C -2.19 -1.91 0.45
O -2.01 -3.13 0.51
N -1.95 -1.09 -0.76
C -3.20 -1.12 -1.57
Si -0.54 -1.68 -1.69
O 0.87 -0.86 -1.15
C 1.87 -0.74 -2.21
C 1.61 0.54 -3.12
C 1.10 0.03 -4.58
C 2.89 1.44 -3.40
C 3.77 1.77 -2.13
C 3.02 2.59 -0.98
C 5.02 2.65 -2.67
H -3.24 -1.80 2.47
H -3.52 -0.37 1.27
H -1.93 -0.48 2.14
H -3.23 -0.34 -2.39
H -3.45 -2.13 -2.03
H -4.07 -0.88 -0.87
H -0.42 -3.15 -1.58
H -0.86 -1.42 -3.11
H 2.88 -0.76 -1.70
H 1.81 -1.70 -2.84
H 0.80 1.15 -2.60
H 1.69 -0.89 -4.89
H -0.02 -0.10 -4.62
H 1.35 0.89 -5.29
H 2.51 2.41 -3.88
H 3.51 0.91 -4.19
H 4.23 0.85 -1.67
H 2.93 1.90 -0.07
H 1.99 2.94 -1.26
H 3.61 3.51 -0.67
H 6.02 2.16 -2.47
H 5.04 3.69 -2.23
H 4.92 2.78 -3.80
C -2.51 -1.81 6.50
C -2.13 -0.43 5.93
C -3.35 0.51 6.03
O -1.82 -0.59 4.63
H -3.35 -2.27 5.96
H -1.67 -2.50 6.47
H -2.82 -1.72 7.56
H -1.37 -0.01 6.62
H -4.21 0.12 5.47
H -3.12 1.50 5.65
H -3.67 0.62 7.08

=====

The following DFT total energy values (in eV) correspond, in order, to the records above: -41617.297, -99385.307, -83778.572, -62414.793, -67826.825, -31468.513, -58750.969, -29476.857.